No. 1
ORCA calculation (the ωB97M-V functional and the def2-TZVPD basis) on the molecule C16H26N6O2 in a non-equilibrium geometry.

Last column: natural (NBO) charge in e.
Element x y z (Å)
C: -0.7166 6.2022 1.6790  -0.4310
N: -1.4291 5.4734 0.5842  -0.6390
C: -0.4505 5.0385 -0.4971  -0.0404
C: -0.9689 5.7190 -1.8053  -0.4117
C: -0.1590 5.2469 -3.1121  -0.0684
O: -0.3871 3.7828 -3.1198  -0.5681
C: 0.1106 2.9810 -1.9993  0.1208
C: -0.2930 1.5700 -2.2666  -0.2397
N: -0.0649 0.6873 -1.1350  -0.4506
C: 0.2682 -0.6986 -1.1499  -0.2073
C: -0.7991 -0.9963 -0.0302  -0.0382
N: -0.2119 -1.3490 1.2985  -0.6391
C: -0.0206 -2.6878 1.6866  0.6525
O: -0.7382 -3.6143 1.3431  -0.5940
C: 1.2578 -2.9158 2.3442  -0.0557
C: 1.8750 -4.1813 2.6168  -0.0442
N: 2.9580 -3.8229 3.3452  -0.1681
C: 3.9195 -4.7691 3.8689  -0.0588
C: 4.1432 -6.0933 3.1643  -0.4109
C: 3.3417 -6.0958 4.4501  -0.4199
N: 2.9376 -2.4754 3.5919  -0.0554
N: 1.9723 -1.8877 2.9305  -0.2165
C: -1.1323 0.5363 -0.1079  -0.2128
C: -0.4115 3.5036 -0.6035  -0.4475
H: -1.4784 6.6204 2.3402  0.2013
H: -0.0853 5.4461 2.2509  0.1625
H: 0.0660 7.0300 1.5514  0.2075
H: -1.9609 4.7214 0.9788  0.3627
H: 0.5389 5.4347 -0.3168  0.1824
H: -1.9941 5.5267 -1.9089  0.2115
H: -0.7250 6.7456 -1.6124  0.2016
H: -0.5561 5.7543 -4.0398  0.2023
H: 0.9493 5.5477 -3.0334  0.1630
H: 1.1934 3.1152 -1.9619  0.1667
H: 0.4617 1.3456 -3.0376  0.2117
H: -1.2700 1.4265 -2.7902  0.1908
H: 1.2558 -0.9505 -0.8726  0.1829
H: 0.1529 -1.2048 -2.0670  0.1777
H: -1.5582 -1.6839 -0.3110  0.2239
H: 0.1515 -0.6243 1.8367  0.4045
H: 1.4049 -5.1939 2.5008  0.2548
H: 4.6667 -4.1925 4.4915  0.2564
H: 3.5954 -6.3440 2.2951  0.2301
H: 5.0662 -6.5975 3.2844  0.2299
H: 2.3041 -6.3213 4.2417  0.2123
H: 3.6429 -6.3890 5.4109  0.2267
H: -0.8800 1.0512 0.8337  0.1796
H: -2.1170 0.8636 -0.4674  0.1917
H: -1.4651 3.1975 -0.4078  0.1873
H: 0.0981 2.9806 0.1925  0.2222

## Properties
LUMO energy   0.80 eV
Frontier orbital gap   9.178 eV
DFT total energy   -1104.09675 Ha
HOMO energy   -8.38 eV

***

No. 2
ORCA calculation (the ωB97M-V functional and the def2-TZVPD basis) on C16H26N6O3RhSSe2 as an isolated structure.

Last column: natural (NBO) charge in e.
Element x y z (Å)
Rh: 0.6623 -0.5137 -0.5588  0.7058
O: 1.9054 -0.1127 -2.9356  -0.7468
C: 1.9810 -1.1391 -3.9293  -0.0636
C: 0.7613 -2.0582 -3.9257  -0.1480
C: 0.7844 -2.7482 -5.3118  -0.0500
O: -0.2578 -3.6841 -5.4900  -0.7080
C: 0.8381 -3.1720 -2.8718  -0.5893
Se: 1.5112 -2.7711 -1.0685  0.0648
C: -0.5572 -1.2828 -3.8616  -0.6030
Se: -1.2030 -0.5394 -2.1737  0.2069
H: 2.7899 0.0188 -2.5753  0.4959
H: 2.8763 -1.7486 -3.7839  0.1898
H: 2.0582 -0.6528 -4.9068  0.1817
H: 1.7678 -3.2064 -5.4675  0.1752
H: 0.6400 -1.9895 -6.0837  0.1906
H: -0.0746 -4.4830 -4.9858  0.4726
H: 1.5075 -3.9586 -3.2247  0.2236
H: -0.1497 -3.6055 -2.7206  0.2373
H: -1.3594 -1.9415 -4.1979  0.2636
H: -0.5214 -0.4355 -4.5521  0.2382
C: -3.0475 2.4535 1.9061  -0.7130
C: -1.6558 1.9605 1.6054  0.7009
O: -1.2456 1.7899 0.4607  -0.6901
N: -0.8511 1.7796 2.6757  -0.6018
C: 0.4933 1.2332 2.5575  -0.2634
C: 0.5288 -0.2675 2.7505  0.2184
C: 0.8114 -0.7550 4.0187  -0.2447
C: 0.7811 -2.1174 4.2616  -0.1324
C: 0.4302 -2.9580 3.2246  -0.2474
C: 0.1703 -2.4043 1.9845  0.0594
N: 0.2420 -1.0940 1.7227  -0.4993
H: -3.6240 2.4854 0.9869  0.2499
H: -3.0011 3.4541 2.3366  0.2416
H: -3.5440 1.7973 2.6227  0.2356
H: -1.2393 1.8877 3.5974  0.4038
H: 1.1093 1.7018 3.3217  0.2197
H: 0.8848 1.4897 1.5798  0.2386
H: 1.0564 -0.0603 4.8117  0.2255
H: 1.0162 -2.5097 5.2425  0.2336
H: 0.3723 -4.0292 3.3597  0.2384
H: -0.1052 -3.0386 1.1557  0.2180
C: 1.9798 4.5700 -2.7141  -0.6662
C: 2.7758 3.6077 -1.9165  0.3633
N: 4.0562 3.6054 -1.7780  -0.2394
N: 4.3172 2.5325 -0.9666  -0.3713
C: 3.2269 1.8521 -0.5965  0.2227
S: 3.0979 0.4754 0.3408  -0.2389
N: 2.2212 2.5588 -1.1962  -0.2425
N: 0.9099 2.1303 -1.1441  -0.6457
H: 2.6517 5.3089 -3.1414  0.2664
H: 1.2430 5.0734 -2.0872  0.2419
H: 1.4542 4.0607 -3.5234  0.2381
H: 5.2631 2.3276 -0.6953  0.4372
H: 0.3398 2.7091 -0.5378  0.4128
H: 0.5051 2.0916 -2.0703  0.3934

## Properties
LUMO energy (spin up / spin down)   -2.04 / -4.76 eV
Frontier orbital gap (spin up / spin down)   7.818 / 6.202 eV
DFT total energy   -6490.90589 Ha
HOMO energy (spin up / spin down)   -9.86 / -10.96 eV
Net charge   +1
Multiplicity   5

***

No. 3
ORCA calculation (the ωB97M-V functional and the def2-TZVPD basis) on the molecule C16H26N6O5S.

Last column: natural (NBO) charge in e.
Element x y z (Å)
C: -0.1118 -4.0680 3.1454  -0.7458
S: -1.6874 -3.6534 3.9264  0.1906
C: -1.4656 -1.9658 4.6143  -0.2328
C: -0.0661 -1.4697 4.3155  0.6774
O: 0.8598 -1.6408 5.0867  -0.6261
N: 0.0673 -0.8453 3.1194  -0.6236
C: 1.3368 -0.3596 2.6240  -0.2419
C: 1.1594 0.9874 1.9650  -0.0633
O: 0.2208 0.8302 0.9164  -0.5659
C: -0.0666 2.0470 0.2512  -0.0701
C: -1.0257 1.7632 -0.8839  -0.2336
N: -0.4587 0.8808 -1.8962  -0.4248
C: -0.7812 -0.5326 -1.7961  -0.4080
C: 0.3615 1.4403 -2.8146  0.6733
O: 0.6398 2.6274 -2.8022  -0.6306
C: 0.9552 0.5073 -3.8716  -0.3149
N: 1.5979 1.2399 -4.9339  -0.1744
C: 2.5654 2.1718 -4.8929  0.2119
N: 2.8629 2.5618 -6.1099  -0.4903
C: 2.0192 1.8210 -6.8809  0.1812
C: 1.9863 1.9246 -8.3739  0.6309
N: 2.8607 2.8426 -8.8506  -0.8116
O: 1.2476 1.2561 -9.0634  -0.5861
N: 1.2364 1.0078 -6.2096  -0.2267
C: -2.6642 -1.0329 4.2744  -0.4542
C: -3.2105 -1.2357 5.7068  0.1035
O: -4.3426 -2.0743 5.7992  -0.7029
C: -1.8713 -1.8888 6.1075  -0.4365
H: -0.2099 -5.1132 2.8563  0.2381
H: 0.0703 -3.4704 2.2553  0.2106
H: 0.7137 -3.9703 3.8468  0.2370
H: -0.7346 -0.7581 2.5169  0.4082
H: 2.0181 -0.2881 3.4702  0.2428
H: 1.7657 -1.0634 1.9033  0.1919
H: 0.7879 1.7204 2.6921  0.1727
H: 2.1168 1.3467 1.5693  0.1781
H: -0.5235 2.7617 0.9477  0.1755
H: 0.8530 2.4921 -0.1427  0.1884
H: -1.9268 1.2857 -0.4959  0.2054
H: -1.3033 2.7059 -1.3537  0.2377
H: -0.2601 -1.1125 -2.5505  0.2099
H: -0.4904 -0.9081 -0.8152  0.2167
H: -1.8540 -0.6870 -1.9303  0.2026
H: 1.6671 -0.1713 -3.3952  0.2261
H: 0.1877 -0.0928 -4.3544  0.2554
H: 2.9927 2.5355 -3.9748  0.2210
H: 3.4380 3.3665 -8.2159  0.4163
H: 2.9098 2.9924 -9.8420  0.4037
H: -2.3513 -0.0045 4.0850  0.2172
H: -3.3270 -1.3690 3.4776  0.2275
H: -3.4763 -0.3256 6.2393  0.1828
H: -4.1259 -2.9426 5.4397  0.4650
H: -1.9550 -2.8404 6.6295  0.2282
H: -1.2079 -1.2321 6.6691  0.2363

## Properties
LUMO energy   0.18 eV
Frontier orbital gap   9.150 eV
DFT total energy   -1728.22612 Ha
HOMO energy   -8.97 eV

***

No. 4
ORCA calculation (the ωB97M-V functional and the def2-TZVPD basis) on a 2-piece molecular cluster, C16H26NO3S overall in a non-equilibrium geometry.

Last column: natural (NBO) charge in e.
Element x y z (Å)
C: -0.9020 5.2337 -1.4168  -0.6529
C: -0.6465 3.7153 -1.9202  0.0017
C: -0.2328 3.3688 -3.3943  -0.2112
C: 0.0487 1.8770 -3.8177  -0.2142
C: -0.0966 0.7676 -2.7533  -0.0502
C: 0.2019 -0.7975 -3.0156  -0.4511
C: 1.4778 -1.1904 -2.0798  0.0859
C: 0.9257 -2.1165 -0.8597  -0.2926
N: 2.0237 -2.1488 0.1671  -0.5325
C: 3.4135 -2.0548 -0.3995  -0.2863
C: 3.5397 -2.4331 -1.9585  -0.0968
O: 2.4393 -1.9968 -2.7967  -0.5233
C: -0.5487 1.1069 -1.2913  -0.2488
C: -0.8316 2.5907 -0.8604  -0.2238
H: -0.5039 5.3284 -0.3349  0.2262
H: -2.0162 5.4692 -1.4627  0.2365
H: -0.2999 5.9722 -2.0634  0.2322
H: -0.0947 4.1851 -4.1833  0.2378
H: 0.3701 1.6608 -4.8876  0.2377
H: 0.4260 -1.0201 -4.1272  0.2583
H: -0.7435 -1.3867 -2.7043  0.2308
H: 1.8934 -0.1801 -1.7083  0.2102
H: 0.8287 -3.1828 -1.2984  0.2398
H: -0.0808 -1.7408 -0.4695  0.2827
H: 1.8906 -1.2988 0.7651  0.4652
H: 1.9029 -2.9549 0.8123  0.4395
H: 3.9005 -1.0377 -0.1885  0.2529
H: 4.0641 -2.8233 0.1719  0.2472
H: 3.7918 -3.5544 -2.0934  0.2140
H: 4.4798 -1.8769 -2.3451  0.2194
H: -0.6624 0.2902 -0.4939  0.2179
H: -1.1298 2.7883 0.2247  0.2252
C: -3.0549 -0.3204 4.0194  -0.4077
C: -2.0787 -1.3113 4.6566  -0.4022
C: -1.1871 -1.8586 3.5404  -0.6810
S: -1.1093 -0.5801 2.2911  2.1570
O: -1.7552 -1.0676 1.0913  -0.9472
O: 0.2239 -0.0109 2.2726  -0.9674
C: -2.2126 0.5597 3.1051  -0.6743
H: -3.5809 0.2708 4.7713  0.2430
H: -3.8023 -0.8637 3.4322  0.2224
H: -1.4636 -0.7911 5.3978  0.2176
H: -2.6021 -2.1181 5.1739  0.2400
H: -0.1800 -2.0754 3.8995  0.2507
H: -1.6196 -2.7510 3.0841  0.2534
H: -2.8028 1.0994 2.3646  0.2674
H: -1.6035 1.2584 3.6833  0.2507

## Properties
LUMO energy   -2.97 eV
Frontier orbital gap   7.733 eV
DFT total energy   -1303.48444 Ha
HOMO energy   -10.71 eV
Net charge   +1